# 1
{
  "formula": "C22H28BF3O2",
  "method": "the ωB97M-V functional and the def2-TZVPD basis",
  "symbols": ["C", "C", "C", "C", "C", "C", "O", "B", "C", "C", "C", "C", "C", "F", "F", "F", "C", "C", "C", "C", "O", "H", "H", "H", "H", "H", "H", "H", "H", "H", "H", "H", "H", "H", "H", "H", "H", "H", "H", "H", "H", "H", "C", "C", "C", "C", "C", "C", "C", "H", "H", "H", "H", "H", "H", "H"],
  "xyz": [[2.460540, -2.715950, -1.874092], [1.351103, -2.139457, -1.007981], [0.065325, -2.863201, -1.382515], [1.674125, -2.184701, 0.564459], [0.983304, -3.284152, 1.353623], [3.171372, -2.287001, 0.847894], [1.219109, -0.928007, 1.049020], [1.253601, -0.049254, -0.080847], [0.373232, 1.355105, 0.026581], [-0.271631, 1.866477, -1.086574], [-0.981620, 3.076569, -0.980458], [-1.029679, 3.740198, 0.234509], [-1.948215, 4.918272, 0.413768], [-2.921995, 4.633672, 1.349089], [-1.292999, 6.029232, 0.859992], [-2.601414, 5.255606, -0.736594], [-0.272349, 3.303530, 1.318954], [0.401261, 2.083083, 1.218104], [2.760400, 0.797148, 0.004184], [3.129545, 1.471037, -1.275637], [1.179822, -0.753257, -1.309673], [2.589732, -3.782447, -1.642327], [2.186380, -2.621193, -2.930952], [3.420307, -2.205650, -1.731035], [0.163554, -3.940703, -1.195234], [-0.793935, -2.472223, -0.816451], [-0.127300, -2.713506, -2.453199], [1.311728, -4.264852, 0.985768], [1.267349, -3.204187, 2.411757], [-0.108945, -3.220965, 1.285191], [3.505768, -3.319365, 0.698580], [3.768227, -1.645200, 0.192224], [3.362133, -1.991970, 1.887829], [-0.254195, 1.336972, -2.040855], [-1.512674, 3.468612, -1.839153], [-0.247015, 3.876299, 2.242200], [0.967591, 1.710892, 2.075061], [2.674463, 1.529095, 0.816169], [3.555853, 0.116284, 0.317141], [3.979964, 2.138327, -1.117371], [3.411802, 0.770187, -2.067005], [2.301391, 2.076885, -1.645751], [-1.753260, -0.407752, 1.234439], [-2.399784, -1.582974, 0.825586], [-3.554032, -1.670764, 0.043649], [-4.187198, -0.623588, -0.633810], [-4.156651, 0.725924, -0.304779], [-3.519700, 1.297780, 0.798159], [-2.442484, 0.782796, 1.492375], [-0.736578, -0.501574, 1.619747], [-1.974299, -2.538240, 1.161590], [-3.942089, -2.678250, -0.136980], [-4.824982, -0.912210, -1.482827], [-4.752258, 1.413883, -0.917865], [-3.850536, 2.301414, 1.084930], [-2.031164, 1.427314, 2.277393]],
  "forces_ev_per_a": [[0.31, -0.15, -0.05], [-0.01, 0.27, 0.12], [-0.28, -0.20, 0.11], [0.14, 0.36, -0.16], [-0.02, -0.26, -0.05], [0.41, -0.28, -0.16], [-1.21, -1.21, 0.40], [2.39, 4.05, 0.41], [-0.23, -2.25, -0.04], [-0.66, 1.07, -0.04], [0.17, -0.72, -0.24], [-0.31, 0.58, -0.17], [0.28, 0.18, -0.17], [0.43, 0.38, -0.50], [-0.69, -0.65, -0.25], [0.36, -0.07, 0.94], [0.18, -0.79, 0.21], [-0.49, 1.13, 0.24], [-0.41, -0.82, 0.51], [0.55, 0.54, -0.35], [-0.56, -1.53, -0.37], [0.08, 0.16, -0.12], [0.00, -0.02, 0.18], [-0.31, -0.10, -0.04], [-0.16, 0.14, -0.04], [0.32, -0.13, -0.24], [0.01, 0.01, 0.26], [-0.18, 0.09, 0.12], [-0.06, 0.01, -0.25], [0.27, -0.07, -0.03], [0.08, 0.07, 0.08], [-0.21, -0.29, 0.31], [-0.08, -0.09, -0.23], [0.04, 0.02, 0.31], [-0.05, 0.03, 0.07], [-0.08, -0.04, -0.08], [-0.17, 0.05, -0.25], [0.27, -0.01, -0.12], [0.03, 0.17, -0.06], [0.09, 0.16, -0.26], [-0.14, -0.05, 0.07], [-0.01, 0.11, -0.18], [-0.37, -0.35, 0.91], [-0.51, 0.07, -0.27], [0.29, -0.12, 0.18], [-0.20, 0.06, -0.30], [-0.05, 0.01, -0.31], [-0.24, 0.29, 0.04], [0.26, 0.26, 0.00], [-0.06, -0.16, 0.06], [0.02, 0.54, -0.31], [0.26, 0.33, -0.13], [0.17, 0.15, 0.54], [0.10, -0.41, 0.28], [0.21, -0.31, -0.15], [0.07, -0.23, -0.48]],
  "e_above_lowest_ev": 0.0000,
  "e_homo_ev": -6.47,
  "charge": 0,
  "gap_ha": 0.1504,
  "e_lumo_ev": -2.38,
  "largest_force_ev_per_a": 4.72
}

***

# 2
{
  "formula": "C22H28BMgN7S",
  "method": "the ωB97M-V functional and the def2-TZVPD basis",
  "symbols": ["Mg", "C", "C", "C", "C", "C", "N", "N", "B", "N", "N", "C", "C", "C", "C", "C", "N", "N", "C", "C", "C", "C", "C", "H", "H", "H", "H", "H", "H", "H", "H", "H", "H", "H", "H", "H", "H", "H", "H", "H", "H", "H", "H", "H", "H", "C", "C", "C", "C", "C", "C", "H", "H", "H", "H", "H", "H", "S", "C", "N"],
  "xyz": [[0.095125, 11.145045, 11.392604], [-0.719297, 14.228033, 12.989452], [-0.142237, 13.126967, 13.805740], [0.203192, 12.932930, 15.200438], [0.858550, 11.704824, 15.269500], [1.541856, 11.245505, 16.541410], [0.939218, 11.198284, 13.992509], [0.410066, 12.160329, 13.100656], [1.968893, 10.145931, 13.562556], [1.256960, 8.905857, 12.972782], [0.172881, 9.015382, 12.060505], [-0.058147, 7.750747, 11.610184], [-1.142645, 7.492409, 10.636897], [0.876427, 6.872454, 12.228205], [1.636812, 7.644511, 13.073514], [2.910182, 7.243917, 13.813417], [2.884274, 10.951752, 12.318405], [2.165905, 11.391106, 11.124716], [3.087393, 11.913857, 10.277575], [2.644184, 12.583329, 9.025523], [4.342838, 11.925314, 10.873020], [4.117746, 11.409227, 12.194117], [5.148147, 11.271970, 13.264447], [0.087195, 14.712963, 12.448766], [-1.285779, 14.961203, 13.575295], [-1.456269, 13.801875, 12.222472], [0.031529, 13.628750, 16.016320], [0.819221, 11.098673, 17.376501], [2.142928, 12.046510, 16.977522], [2.202947, 10.374998, 16.377101], [2.772125, 9.912654, 14.473859], [-0.800068, 7.914378, 9.683367], [-1.973885, 8.123699, 10.992820], [-1.405484, 6.425960, 10.470514], [1.069537, 5.782069, 11.979256], [2.960634, 6.136166, 13.781938], [2.778315, 7.466649, 14.880559], [3.803844, 7.669070, 13.375038], [1.695674, 12.136843, 8.701093], [3.261934, 12.499408, 8.152763], [2.420946, 13.661022, 9.187510], [5.276355, 12.385870, 10.578561], [6.057870, 11.691125, 12.903632], [5.371211, 10.227952, 13.476950], [4.797056, 11.747028, 14.172192], [-1.690109, 13.452899, 7.047955], [-0.547359, 13.274112, 6.319056], [-0.165340, 11.995143, 5.953160], [-0.959293, 10.894908, 6.351955], [-2.048744, 11.081486, 7.160858], [-2.438149, 12.372693, 7.534336], [-2.067791, 14.454803, 7.188959], [0.037725, 14.186469, 6.060891], [0.746838, 11.854447, 5.315579], [-0.699786, 9.842149, 6.121926], [-2.711288, 10.227600, 7.392185], [-3.408191, 12.546793, 8.077644], [-4.576341, 10.511306, 11.961417], [-3.073685, 11.166861, 11.432647], [-1.922075, 11.463854, 11.214363]],
  "forces_ev_per_a": [[-0.65, -0.66, -0.06], [-1.70, -0.14, -0.54], [1.56, -0.42, 1.21], [-0.72, -0.02, -1.39], [-0.10, 1.52, -0.35], [-0.24, -0.52, 0.23], [0.40, 1.66, 1.03], [-0.29, -1.96, 1.59], [0.93, 0.90, -0.95], [-0.91, 1.23, -0.83], [1.15, -0.65, 0.47], [1.59, 0.56, 1.53], [-0.13, 0.50, -0.32], [-0.53, -1.45, -1.01], [1.74, -0.68, -0.34], [-1.67, -1.16, 0.40], [-2.52, 0.76, -1.44], [1.46, -1.31, 0.43], [-0.29, 0.10, 1.15], [-1.57, 0.35, -0.08], [-0.43, -0.16, 2.09], [1.03, -0.54, -1.36], [-0.66, -0.60, -0.15], [0.01, 0.25, -0.05], [0.32, -0.13, -0.05], [1.06, 0.49, 1.04], [-0.09, -0.30, -0.20], [0.22, -0.52, -0.85], [0.24, 0.14, -0.56], [-0.60, 0.36, 0.33], [-0.68, -0.10, -0.88], [-0.30, -0.17, -0.06], [-0.17, -0.61, -0.45], [0.15, 0.82, 0.43], [-0.56, 1.64, 0.55], [0.18, 0.61, -0.19], [0.45, 0.29, -0.28], [0.08, 0.20, 0.10], [-0.04, 0.09, 0.08], [0.82, -0.12, -0.08], [0.31, -0.62, 0.02], [-0.25, -0.11, -0.26], [0.70, 0.60, -0.02], [-0.17, -0.14, 0.12], [0.18, 0.14, 0.24], [-1.46, -0.11, 0.95], [1.07, 0.60, -0.50], [0.72, -0.88, -0.56], [1.41, -0.39, -0.28], [-1.52, 0.10, 0.43], [-0.77, 0.30, -0.34], [0.09, 0.13, 0.33], [-0.40, -0.99, -0.09], [-0.99, 0.01, 0.75], [0.03, 0.93, -0.23], [0.60, 0.52, 0.13], [1.29, -0.23, -0.50], [2.48, 1.41, -1.20], [1.31, -0.87, 0.78], [-3.19, -0.66, 0.03]],
  "e_above_lowest_ev": 1.2016,
  "e_homo_ev": -7.78,
  "charge": 0,
  "gap_ha": 0.3018,
  "e_lumo_ev": 0.43,
  "largest_force_ev_per_a": 3.26
}